# 1
{
  "formula": "C50H44FMnN2O5P2SSi",
  "method": "ωB97M-V/def2-TZVPD",
  "max_force_ev_per_a": 1.3,
  "spin_multiplicity": 6,
  "s_squared": 8.76,
  "e_homo_ha": [-0.1447, -0.1741],
  "orbital_gap_ev": [6.26, 7.06],
  "charge": -1,
  "symbols": ["Mn", "C", "Si", "C", "C", "C", "C", "C", "C", "P", "C", "C", "C", "C", "C", "C", "C", "C", "C", "C", "C", "C", "C", "C", "C", "C", "C", "C", "P", "C", "C", "C", "C", "C", "C", "C", "C", "C", "C", "C", "C", "H", "H", "H", "H", "H", "H", "H", "H", "H", "H", "H", "H", "H", "H", "H", "H", "H", "H", "H", "H", "H", "H", "H", "H", "H", "H", "H", "H", "H", "H", "H", "O", "C", "O", "C", "C", "N", "N", "C", "C", "O", "O", "H", "H", "H", "F", "C", "C", "C", "C", "C", "C", "H", "H", "H", "H", "C", "S", "C", "O", "H", "H", "H", "H", "H", "H"],
  "positions_angstrom": [[0.63, 0.75, -2.00], [2.77, 2.21, 0.33], [1.52, 0.75, 0.35], [2.43, -0.81, -0.34], [3.76, -0.87, -0.78], [4.26, -1.99, -1.43], [3.41, -3.05, -1.71], [2.09, -3.03, -1.26], [1.61, -1.94, -0.53], [0.06, -2.00, 0.53], [0.16, -3.76, 1.07], [0.59, -3.94, 2.39], [0.80, -5.22, 2.90], [0.59, -6.33, 2.10], [0.15, -6.16, 0.79], [-0.07, -4.89, 0.29], [-1.56, -1.86, -0.34], [-2.56, -2.83, -0.34], [-3.85, -2.53, -0.76], [-4.18, -1.24, -1.16], [-3.21, -0.24, -1.10], [-1.93, -0.55, -0.69], [1.72, 0.24, 2.22], [2.94, -0.29, 2.65], [3.15, -0.68, 3.97], [2.13, -0.55, 4.90], [0.90, -0.04, 4.50], [0.69, 0.36, 3.18], [-0.91, 1.06, 2.62], [-0.76, 2.83, 3.09], [0.46, 3.45, 3.39], [0.51, 4.82, 3.64], [-0.64, 5.59, 3.58], [-1.85, 4.99, 3.25], [-1.90, 3.63, 3.00], [-2.06, 0.41, 3.91], [-2.52, -0.89, 3.68], [-3.43, -1.48, 4.55], [-3.90, -0.78, 5.65], [-3.45, 0.51, 5.88], [-2.53, 1.10, 5.02], [3.61, 2.06, 1.01], [2.24, 3.12, 0.62], [3.17, 2.36, -0.69], [4.40, 0.00, -0.63], [5.30, -2.02, -1.74], [3.76, -3.90, -2.29], [1.46, -3.88, -1.48], [0.76, -3.07, 3.01], [1.13, -5.34, 3.93], [0.77, -7.33, 2.49], [-0.01, -7.03, 0.16], [-0.42, -4.78, -0.73], [-2.35, -3.83, 0.01], [-4.61, -3.30, -0.76], [-5.19, -1.00, -1.48], [-3.46, 0.79, -1.35], [-1.21, 0.24, -0.59], [3.75, -0.40, 1.93], [4.11, -1.08, 4.27], [2.28, -0.85, 5.93], [0.09, 0.03, 5.22], [1.36, 2.86, 3.44], [1.47, 5.28, 3.87], [-0.59, 6.66, 3.77], [-2.75, 5.59, 3.18], [-2.85, 3.17, 2.72], [-2.16, -1.43, 2.81], [-3.78, -2.49, 4.35], [-4.62, -1.24, 6.32], [-3.81, 1.06, 6.75], [-2.18, 2.11, 5.22], [2.05, -2.78, -6.68], [0.75, -2.82, -6.47], [-0.01, -3.40, -7.21], [0.22, -2.14, -5.24], [-1.09, -2.22, -4.86], [-1.22, -1.49, -3.75], [-0.07, -0.94, -3.36], [0.82, -1.32, -4.27], [2.22, -0.80, -4.10], [3.11, -1.23, -4.86], [2.37, 0.05, -3.19], [2.52, -2.20, -5.98], [-1.91, -2.76, -5.30], [-2.03, -1.38, -3.16], [-4.63, 4.21, -2.52], [-3.46, 3.53, -2.39], [-2.94, 2.88, -3.49], [-1.74, 2.20, -3.34], [-1.03, 2.13, -2.12], [-1.62, 2.82, -1.06], [-2.82, 3.52, -1.17], [-3.46, 2.93, -4.44], [-1.33, 1.71, -4.22], [-1.13, 2.82, -0.09], [-3.26, 4.05, -0.33], [3.59, 2.91, -3.86], [1.84, 2.71, -3.53], [1.48, 4.43, -3.21], [1.18, 2.37, -4.82], [3.69, 3.61, -4.69], [3.98, 1.93, -4.12], [4.08, 3.29, -2.96], [2.00, 4.74, -2.30], [0.40, 4.49, -3.06], [1.78, 5.02, -4.08]],
  "mulliken_charge": [0.549, -1.542, 1.277, -0.417, -0.471, -0.883, -1.017, -0.637, 0.803, 1.475, 0.497, -0.657, -0.578, -0.654, -0.966, -0.281, 1.822, -1.081, -0.927, -0.885, -0.729, 1.166, -0.256, -0.101, -0.966, -0.870, -0.716, 0.923, 1.848, 0.280, -0.557, -0.656, -0.527, -0.754, -0.323, -0.565, -0.246, -0.754, -0.473, -0.737, 0.000, 0.427, 0.146, 0.280, 0.400, 0.372, 0.385, 0.428, 0.116, 0.443, 0.370, 0.417, 0.448, 0.445, 0.372, 0.382, 0.043, -1.460, 0.300, 0.351, 0.359, 0.414, 0.330, 0.401, 0.358, 0.403, 0.544, 0.259, 0.443, 0.359, 0.413, 0.425, -0.584, 0.367, -0.661, 0.326, -0.771, -0.154, 0.903, -0.303, 0.513, -0.966, -0.521, 0.416, 0.547, -0.161, -0.396, 0.530, -0.936, -0.077, 0.007, 0.355, -0.504, 0.382, 0.338, -0.111, 0.404, -1.422, 1.451, -1.206, -0.731, 0.538, 0.235, 0.382, 0.341, 0.208, 0.472]
}

=====

# 2
{
  "formula": "C22H34F7N5O6P",
  "method": "ωB97M-V/def2-TZVPD",
  "max_force_ev_per_a": 9.6,
  "e_homo_ha": -0.3988,
  "orbital_gap_ev": 5.54,
  "charge": 1,
  "symbols": ["C", "P", "C", "C", "C", "N", "C", "C", "C", "F", "C", "C", "C", "N", "N", "N", "C", "C", "O", "C", "F", "F", "C", "F", "F", "C", "F", "F", "C", "O", "O", "C", "C", "O", "O", "H", "H", "H", "H", "H", "H", "H", "H", "H", "H", "H", "H", "H", "H", "H", "H", "H", "H", "H", "H", "H", "H", "H", "C", "C", "C", "O", "C", "N", "H", "H", "H", "H", "H", "H", "H", "H", "H", "H", "H"],
  "positions_angstrom": [[0.23, -2.98, -0.32], [-0.71, -2.31, 1.24], [0.36, -2.56, 2.81], [-0.93, -0.43, 0.86], [-2.47, 0.08, 0.56], [-2.84, 1.52, 0.23], [-4.31, 1.81, 0.02], [-4.78, 1.83, -1.57], [-6.43, 1.97, -1.59], [-6.82, 3.30, -1.01], [-1.73, 2.59, 0.13], [-2.17, 4.12, -0.27], [-2.46, 5.11, 1.00], [-1.95, 4.51, 2.29], [-3.94, 5.40, 1.15], [-1.74, 6.46, 0.81], [-0.12, 2.22, 0.41], [1.07, 3.39, 0.28], [1.19, 4.23, 1.31], [1.93, 3.42, -1.11], [2.31, 2.03, -1.49], [0.97, 3.88, -2.18], [3.17, 4.49, -1.14], [3.53, 4.66, -2.60], [2.74, 5.87, -0.69], [4.54, 3.99, -0.39], [5.50, 5.15, -0.47], [5.24, 2.85, -1.07], [4.37, 3.63, 1.20], [4.58, 2.34, 1.59], [4.05, 4.67, 2.23], [0.31, 0.66, 0.81], [1.85, 0.22, 1.14], [2.71, -0.35, 0.27], [2.34, 0.43, 2.51], [0.14, -4.15, -0.44], [-0.25, -2.53, -1.31], [1.35, -2.62, -0.28], [0.64, -3.70, 2.99], [-0.24, -2.13, 3.75], [1.40, -1.99, 2.78], [-3.34, -0.74, 0.60], [-4.58, 2.83, 0.53], [-4.92, 0.93, 0.54], [-4.34, 2.75, -2.17], [-4.40, 0.87, -2.16], [-6.92, 1.15, -0.89], [-6.86, 1.93, -2.69], [-1.27, 4.61, -0.88], [-3.08, 4.12, -1.02], [-2.72, 4.51, 3.01], [-1.14, 5.07, 2.65], [-4.52, 5.00, 0.37], [-4.07, 6.45, 1.19], [-1.92, 7.05, 1.67], [-0.71, 6.30, 0.69], [3.52, 4.24, 2.98], [1.58, 0.43, 3.17], [3.05, -8.88, -1.74], [1.62, -8.55, -1.31], [1.14, -7.15, -1.75], [1.68, -6.07, -0.98], [2.99, -5.68, -1.35], [1.51, -8.72, 0.15], [3.80, -8.38, -1.12], [3.23, -9.96, -1.66], [3.22, -8.59, -2.78], [0.96, -9.29, -1.79], [0.06, -7.10, -1.61], [1.32, -6.98, -2.82], [3.16, -5.77, -2.42], [3.73, -6.26, -0.79], [3.12, -4.63, -1.07], [0.53, -8.60, 0.42], [1.98, -7.92, 0.58]],
  "mulliken_charge": [-0.644, 0.134, -0.797, 0.060, -0.459, 0.388, -0.865, -0.205, -0.305, -0.309, 0.501, -1.297, 0.996, -0.565, -0.660, -0.813, -0.047, -0.163, -0.510, 0.997, -0.209, -0.324, 0.463, -0.283, -0.243, 0.767, -0.273, -0.227, 0.263, -0.461, -0.462, 0.345, 0.533, -0.496, -0.480, 0.224, 0.352, 0.117, 0.363, 0.311, 0.185, 0.314, 0.115, 0.470, 0.263, 0.311, 0.276, 0.296, 0.308, 0.290, 0.255, 0.268, 0.214, 0.288, 0.310, 0.287, 0.397, 0.408, -1.354, 0.312, -0.758, -0.250, -0.678, -0.722, 0.284, 0.342, 0.341, 0.403, 0.331, 0.433, 0.340, 0.250, 0.175, 0.267, 0.316]
}

=====

# 3
{
  "formula": "H18O9",
  "method": "ωB97M-V/def2-TZVPD",
  "max_force_ev_per_a": 8.1,
  "smiles": "O.O.O.O.O.O.O.O.O",
  "e_homo_ha": -0.3697,
  "orbital_gap_ev": 9.85,
  "charge": 0,
  "symbols": ["O", "H", "H", "O", "H", "H", "O", "H", "H", "O", "H", "H", "O", "H", "H", "O", "H", "H", "O", "H", "H", "O", "H", "H", "O", "H", "H"],
  "positions_angstrom": [[-0.86, -1.89, 1.77], [-0.88, -0.85, 1.47], [-1.44, -2.25, 1.08], [0.00, -2.19, -1.59], [0.69, -2.38, -0.87], [0.52, -2.43, -2.53], [3.19, 1.19, -1.43], [3.24, 0.22, -1.54], [2.25, 1.43, -1.89], [-2.47, -1.08, -1.51], [-2.45, -0.59, -2.29], [-1.59, -1.50, -1.24], [0.43, 1.65, -1.99], [0.37, 1.52, -2.94], [-0.33, 2.28, -1.69], [-0.03, 2.77, 2.05], [0.42, 3.16, 2.74], [0.43, 3.10, 1.25], [-0.07, 0.22, 0.62], [0.14, 0.85, 1.15], [0.18, 0.38, -0.25], [-2.22, 1.12, 2.31], [-2.84, 1.40, 3.01], [-1.52, 1.68, 2.37], [1.84, -2.49, 0.31], [1.68, -3.42, 0.62], [1.30, -1.88, 1.03]],
  "mulliken_charge": [-0.682, 0.375, 0.305, -0.709, 0.389, 0.301, -0.654, 0.314, 0.344, -0.612, 0.246, 0.364, -0.679, 0.311, 0.300, -0.618, 0.262, 0.274, -0.450, 0.276, 0.283, -0.547, 0.290, 0.308, -0.746, 0.343, 0.409]
}

=====

Which of these has the highest charge? C22H34F7N5O6P

=====

Which of these has the highest charge? C22H34F7N5O6P

=====

What is the formula in the second record? C22H34F7N5O6P